Entry 1:
ORCA calculation (the ωB97M-V functional and the def2-TZVPD basis) on a molecular structure, C12H37FO21P4S2 in a non-equilibrium geometry.

The total energy is -117566.2809 eV. For the LUMO energy, the calculation gives -3.373 eV. The value obtained for the HOMO energy is -9.3 eV. Its HOMO-LUMO gap is 5.952 eV.

Geometry as XYZ:
```
77
C12H37FO21P4S2, DFT the ωB97M-V functional and the def2-TZVPD basis
O 1.41637 4.82328 -3.47265
S 2.71285 3.97441 -3.66725
O 3.99057 4.97894 -3.15096
O 2.49899 2.60675 -2.67272
S 3.61588 1.36695 -3.02010
O 4.03612 0.72076 -1.64394
O 3.03806 0.26999 -3.99735
F 5.03766 1.98397 -3.80069
H 4.03439 5.05273 -2.15234
C -0.83858 -4.98748 -1.26237
O -0.11550 -4.00209 -0.54302
P -0.67045 -2.36487 -0.60847
O -2.13480 -2.81463 -0.55820
O -0.18562 -2.24971 -2.17836
C 1.19108 -2.42804 -2.45084
O -1.22537 -0.72758 -0.67387
C -0.41168 0.16374 0.05964
H -0.18161 -5.84854 -1.42162
H -1.70277 -5.31958 -0.67501
H -1.16550 -4.61777 -2.24001
H 1.34047 -3.41675 -2.89084
H 1.79506 -2.34293 -1.54146
H 1.51668 -1.67204 -3.16709
H 0.61347 0.13346 -0.31703
H -0.42728 -0.11017 1.11853
H -0.80641 1.17645 -0.05188
C -7.04401 3.06375 -2.63899
O -6.25624 1.97469 -2.18656
P -4.59603 1.90594 -2.66793
O -4.44539 3.42370 -2.51680
O -5.04512 1.55041 -4.21222
C -5.78006 0.35963 -4.42025
O -2.93576 1.83713 -3.14928
C -2.26268 0.69658 -2.65868
H -8.09844 2.77761 -2.57042
H -6.88252 3.93507 -1.99338
H -6.82309 3.31905 -3.68080
H -6.82772 0.61529 -4.59491
H -5.71144 -0.31093 -3.55733
H -5.39196 -0.15299 -5.30182
H -2.75917 -0.21197 -3.00763
H -2.25136 0.71785 -1.56509
H -1.23355 0.70802 -3.02555
C -3.63470 0.94012 6.16307
O -3.82979 -0.41899 5.80800
P -3.39698 -0.92078 4.21000
O -2.15494 -0.02280 4.21874
O -4.67323 -0.08566 3.58818
C -5.96938 -0.46790 4.00680
O -2.96417 -1.42267 2.61196
C -3.22713 -2.78886 2.36918
H -4.27343 1.16624 7.02289
H -2.59152 1.10282 6.45870
H -3.90562 1.61603 5.34509
H -6.34346 0.26953 4.72076
H -5.96429 -1.45616 4.47831
H -6.63481 -0.48879 3.14232
H -4.28852 -2.99988 2.51958
H -2.62596 -3.40502 3.04406
H -2.95621 -3.02330 1.33696
C 5.66665 0.65137 3.59514
O 6.46201 -0.36604 3.00896
P 7.95430 0.08693 2.26021
O 8.23985 1.11937 3.35640
O 7.13229 0.80792 1.02839
C 6.28922 -0.00991 0.23987
O 9.44665 0.53984 1.51141
C 10.13621 -0.55354 0.94254
H 4.64065 0.27945 3.68108
H 6.03438 0.87890 4.60267
H 5.65405 1.55955 2.98327
H 5.24987 0.18014 0.51755
H 6.51217 -1.07243 0.38248
H 6.42367 0.24442 -0.81265
H 9.51066 -1.04338 0.19257
H 10.40511 -1.26734 1.72656
H 11.04889 -0.18722 0.46646
```

***

Entry 2:
ORCA calculation (the ωB97M-V functional and the def2-TZVPD basis) on C3H8N2S in the gas phase in a non-equilibrium geometry.

The total energy is -17055.0201 eV. The energy above the lowest of the compared OMol25 structures with the same formula, charge and spin is 165.01 kJ/mol. For the LUMO energy, the calculation gives 0.956 eV. The value obtained for the HOMO energy is -7.2 eV. Its HOMO-LUMO gap is 8.145 eV. The SMILES is CN/C=N/SC.

Geometry as XYZ:
```
14
C3H8N2S, DFT the ωB97M-V functional and the def2-TZVPD basis
C -2.98424 -0.22619 -0.00648
N -1.61258 0.23742 0.08755
C -0.45994 -0.46336 0.04797
N 0.65188 0.21238 -0.10131
S 2.02284 -0.75188 -0.00767
C 3.41069 0.41455 0.06252
H -3.29945 -0.77897 0.91254
H -3.17158 -0.89842 -0.81552
H -3.56853 0.70923 -0.11809
H -1.48627 1.20215 -0.14082
H -0.48390 -1.52823 -0.05473
H 4.27702 -0.23178 0.15507
H 3.49664 1.03401 -0.87238
H 3.20742 1.06910 0.85135
```

***

Entry 3:
ORCA calculation (the ωB97M-V functional and the def2-TZVPD basis) on C4H12N2S in the gas phase.

The total energy is -18157.6685 eV. The energy above the lowest of the compared OMol25 structures with the same formula, charge and spin is 33.78 kJ/mol. For the LUMO energy, the calculation gives 0.946 eV. The value obtained for the HOMO energy is -8.8 eV. Its HOMO-LUMO gap is 9.782 eV. The SMILES is CNC[C@H](N)CS.

Geometry as XYZ:
```
19
C4H12N2S, DFT the ωB97M-V functional and the def2-TZVPD basis
C -0.64512 1.81285 1.45059
N 0.61599 1.51515 0.80681
C 0.48195 0.79304 -0.44178
C -0.03118 -0.63247 -0.22812
N 0.72632 -1.32561 0.80672
C -0.04187 -1.38013 -1.55268
S -1.08115 -2.86105 -1.58013
H -1.04565 0.92338 1.93375
H -0.55911 2.58465 2.20964
H -1.43532 2.19501 0.77946
H 1.14610 2.35799 0.63200
H 1.47986 0.73699 -0.90277
H -0.14651 1.33102 -1.16714
H -1.07696 -0.55214 0.09662
H 1.41218 -1.95866 0.41222
H 1.24229 -0.63528 1.34455
H 0.97186 -1.66806 -1.79717
H -0.27599 -0.67450 -2.34966
H -1.73767 -2.56218 -0.45293
```

***

Entry 4:
ORCA calculation (the ωB97M-V functional and the def2-TZVPD basis) on C12H15NO6S in the gas phase.

The total energy is -37297.2501 eV. The energy above the lowest of the compared OMol25 structures with the same formula, charge and spin is 7.42 kJ/mol. For the LUMO energy, the calculation gives 0.606 eV. The value obtained for the HOMO energy is -8.8 eV. Its HOMO-LUMO gap is 9.429 eV. The SMILES is O=C(O)CCNS(=O)(=O)c1ccc2c(c1)OCCCO2.

Geometry as XYZ:
```
35
C12H15NO6S, DFT the ωB97M-V functional and the def2-TZVPD basis
O -0.36947 1.67841 1.35612
C -1.03663 2.11854 0.45765
O -0.55172 2.37253 -0.75492
C -2.51390 2.42504 0.55767
C -3.30301 1.10702 0.65066
N -3.16328 0.33124 -0.55678
S -2.91644 -1.31661 -0.40407
O -3.09394 -1.85527 -1.71991
O -3.69638 -1.85851 0.67284
C -1.19930 -1.31538 0.06103
C -0.77310 -1.86956 1.25097
C 0.55061 -1.73716 1.61370
C 1.45184 -1.01029 0.83080
C 0.99318 -0.43552 -0.36606
C -0.32559 -0.62869 -0.75241
O 1.73737 0.45509 -1.12778
C 2.88221 -0.05397 -1.78596
C 3.82402 -0.81370 -0.84243
C 3.71370 -0.26857 0.58132
O 2.70712 -0.92988 1.32790
H 0.36977 2.06419 -0.84259
H -2.69424 3.00486 1.46274
H -2.82497 2.98868 -0.32050
H -2.89958 0.49822 1.46279
H -4.35274 1.32740 0.87517
H -3.79313 0.56324 -1.30688
H -1.48395 -2.38569 1.87554
H 0.92192 -2.15323 2.53638
H -0.68540 -0.19379 -1.67110
H 3.37492 0.83601 -2.18578
H 2.57909 -0.69589 -2.62405
H 3.56583 -1.87473 -0.82014
H 4.84696 -0.72197 -1.20545
H 4.62922 -0.46460 1.14361
H 3.52901 0.81253 0.56993
```

***

Entry 5:
ORCA calculation (the ωB97M-V functional and the def2-TZVPD basis) on a molecular structure, C24H29F5MoN10O7P in a non-equilibrium geometry.

The total energy is -79299.0447 eV. As for the net charge: +3. For the LUMO energy, the calculation gives -11.155 eV. The value obtained for the HOMO energy is -16.6 eV. Its HOMO-LUMO gap is 5.398 eV.

Geometry as XYZ:
```
77
C24H29F5MoN10O7P, DFT the ωB97M-V functional and the def2-TZVPD basis
Mo 0.15263 -0.16619 0.16965
O 5.47846 -3.25683 1.37841
C 4.53181 -2.59884 1.11985
C 4.18382 -2.01539 -0.28584
O 4.79401 -2.11145 -1.30276
C 2.86207 -1.32088 -0.07873
C 2.42991 -1.47449 1.22722
O 1.26063 -0.91760 1.37572
C 3.39256 -2.18537 2.10912
O 3.33862 -2.38158 3.28045
O 2.07082 -0.71759 -0.86600
C -2.87315 -3.68291 1.05189
N -3.24650 -2.34320 0.57009
C -4.55356 -1.97506 0.43917
C -4.90088 -0.72008 0.07661
C -3.86023 0.22239 -0.15618
N -2.57810 -0.17843 -0.06157
C -2.29949 -1.42402 0.28946
O -1.04717 -1.72141 0.39062
N -4.10114 1.48586 -0.46387
H -3.67076 -4.07049 1.67887
H -1.96145 -3.61576 1.63768
H -2.70765 -4.36242 0.21692
H -5.28998 -2.73962 0.64468
H -5.94117 -0.44050 -0.00420
H -5.04157 1.84287 -0.51469
H -3.33513 2.12792 -0.58323
F -1.04762 2.83616 1.21745
C -1.10969 1.93620 2.23100
C -0.74904 0.61281 1.98937
C -0.93784 -0.22650 3.10067
F -0.68005 -1.53720 3.01548
C -1.42093 0.20064 4.32593
F -1.59844 -0.66359 5.30168
C -1.71673 1.54483 4.51050
F -2.15876 1.97911 5.66113
C -1.55838 2.41862 3.44307
F -1.83414 3.70665 3.58287
N 0.99759 5.34063 1.51025
C 1.48881 5.14656 0.29835
N 1.93258 6.14859 -0.43418
N 1.56482 3.91636 -0.24301
C 1.23444 2.75015 -0.05895
N 0.95575 1.59573 0.01618
H 0.95776 6.26387 1.91696
H 0.66570 4.57824 2.07642
H 1.90935 7.10342 -0.10927
H 2.31221 5.98248 -1.35148
C -2.20009 -0.67331 -3.86907
N -0.91305 0.00014 -4.08380
C -0.70094 0.39141 -5.48102
P 0.31012 -0.46669 -3.09275
O -0.27849 -0.16016 -1.64619
N 0.56494 -2.07683 -3.21200
C 0.85118 -3.05511 -2.16953
C 0.92688 -2.56041 -4.55734
N 1.57696 0.46803 -3.49242
C 2.95457 -0.00806 -3.60518
C 1.43600 1.92324 -3.54140
H -2.29014 -1.57271 -4.48388
H -3.01191 0.00264 -4.13900
H -2.31141 -0.94741 -2.82079
H -0.88551 -0.44184 -6.16329
H 0.31255 0.75246 -5.63377
H -1.39495 1.19149 -5.73969
H 0.49839 -2.72453 -1.19948
H 1.91954 -3.27886 -2.11235
H 0.32427 -3.97750 -2.41643
H 0.72672 -1.79603 -5.30617
H 0.33670 -3.44559 -4.79562
H 1.98295 -2.83125 -4.60941
H 3.00135 -1.09284 -3.57708
H 3.57300 0.39146 -2.80040
H 3.36784 0.32778 -4.55778
H 0.39125 2.20881 -3.42556
H 1.80266 2.29522 -4.49962
H 2.02915 2.38503 -2.74895
```

***

Entry 6:
ORCA calculation (the ωB97M-V functional and the def2-TZVPD basis) on a molecular structure, C29H43BrCaKN5O19SV in a non-equilibrium geometry.

The total energy is -218413.2549 eV. As for the net charge: -1. For the LUMO energy, the calculation gives -1.736 eV. The value obtained for the HOMO energy is -2.7 eV. Its HOMO-LUMO gap is 0.948 eV.

Geometry as XYZ:
```
101
C29H43BrCaKN5O19SV, DFT the ωB97M-V functional and the def2-TZVPD basis
C 6.68401 3.17618 2.30739
O 6.83616 1.77603 1.87849
C 6.62892 1.66724 0.40524
C 5.02637 1.40317 0.18108
C 4.70692 -0.17929 0.47372
C 3.16696 -0.64444 0.15879
C 2.00388 0.35195 0.74279
C 1.21153 -0.20614 2.06765
C -0.32716 -0.68610 1.72365
C -1.36530 0.43104 2.40579
C -2.92014 -0.09083 2.35168
C -3.57606 -0.02245 0.82681
C -3.55995 1.50864 0.19493
O -3.69179 2.53441 1.24982
S -5.27308 3.20014 0.99521
O -5.86614 3.59236 2.38156
O -5.06899 4.59787 -0.00411
O -3.77412 4.79328 -0.22817
H 6.00246 3.22391 3.27115
H 6.10272 3.77906 1.46949
H 7.72091 3.68537 2.59574
H 7.27242 0.75169 0.03277
H 7.00273 2.62740 -0.15069
H 4.46240 2.01909 1.03380
H 4.59515 1.79872 -0.83696
H 5.05843 -0.40774 1.58662
H 5.41938 -0.79898 -0.25609
H 3.01088 -0.86631 -1.00357
H 3.02222 -1.70604 0.68429
H 1.17796 0.45598 -0.11312
H 2.35366 1.44249 0.98293
H 1.86091 -1.00953 2.61725
H 1.09974 0.71434 2.81952
H -0.46245 -1.75110 2.24539
H -0.55314 -0.77508 0.57210
H -1.24133 1.48491 1.90574
H -1.07010 0.53506 3.54160
H -2.94263 -1.22278 2.71441
H -3.56107 0.58301 3.06417
H -4.69613 -0.37056 0.90878
H -3.00763 -0.75106 0.07867
H -4.47338 1.58843 -0.53586
H -2.57420 1.70450 -0.43354
H -3.55754 4.20431 -1.01139
C 4.62925 6.43217 2.87373
C 4.03288 5.55488 1.85247
N 3.56166 4.86169 1.04568
H 5.26489 5.87163 3.56738
H 5.25178 7.21241 2.42314
H 3.86270 6.93555 3.47230
C -11.37799 2.31110 2.57342
C -11.66601 1.60486 1.40449
C -10.63736 1.25076 0.52935
C -9.31728 1.60666 0.83836
C -9.02624 2.32237 2.00735
C -10.06371 2.67338 2.87344
N -8.22849 1.21517 -0.06483
O -8.52874 0.59926 -1.09837
O -7.07159 1.51905 0.25963
H -12.18273 2.58007 3.25552
H -12.69302 1.32739 1.17683
H -10.87825 0.70034 -0.37750
H -8.00688 2.60933 2.25700
H -9.84764 3.22633 3.78493
C -5.06248 -1.26771 -1.74627
O -4.32889 -0.29114 -1.75243
O -5.82855 -1.57760 -0.82666
O -5.15216 -2.09719 -2.65870
Ca 6.60698 -2.15547 0.40693
O 1.29477 -6.36936 0.61463
V 2.70696 -5.32505 0.58084
O 4.11922 -4.28068 0.54705
Br -4.49302 2.62497 3.09334
K 8.40698 4.49072 4.06731
C 4.90614 -3.31806 -4.64691
N 4.67672 -4.17416 -3.45180
O 3.51011 -4.30187 -3.06261
O 5.67447 -4.69366 -2.93822
H 3.94604 -2.92881 -4.99220
H 5.56722 -2.50274 -4.34627
H 5.36817 -3.94162 -5.41511
C -5.36868 4.84060 -3.95263
O -6.01950 3.82151 -4.12150
N -4.77155 5.49796 -4.96305
N -5.19041 5.39737 -2.74108
H -4.23170 6.33846 -4.84384
H -4.88096 5.11225 -5.89181
H -5.62336 4.93384 -1.95299
H -4.65799 6.23603 -2.58218
C 6.37224 -8.08478 -2.66348
C 7.16048 -8.76097 -3.51675
C 7.74006 -10.04047 -2.92116
O 8.43015 -10.85050 -3.54815
C 7.46630 -10.33699 -1.49027
C 6.68820 -9.65330 -0.63275
C 6.02267 -8.43142 -1.26033
O 5.21239 -7.70370 -0.67813
O 6.45492 -9.90723 0.58905
O 7.45647 -8.46314 -4.71460
H 5.90531 -7.16600 -3.00045
H 7.97462 -11.22661 -1.13661
```